Formula: C3H5CrO4
Source: the Open Molecules 2025 dataset
Level of theory: the ωB97M-V functional and the def2-TZVPD basis

Geometry (Å):
O: 0.4647 0.3228 0.5173
C: -0.7047 0.1417 -0.0336
C: 0.9223 -0.9073 1.1198
O: -1.4104 1.0685 -0.4279
O: -1.1522 -1.0777 0.0675
C: -0.1672 -1.9104 0.7184
Cr: -1.1071 2.7104 -1.2102
H: 0.9872 -0.7448 2.2001
H: 1.9076 -1.1434 0.7086
H: -0.6446 -2.4002 1.5711
H: 0.1734 -2.6540 -0.0087
O: 0.1137 3.4997 -2.2582
H: 0.6173 3.0947 -2.9640

The HOMO energy (spin up / spin down) is -13.49 / -15.33 eV. The calculation puts the molar mass at 157.07 g mol⁻¹. Its net charge is +1. The multiplicity is 5.